<P>
The following is a DFT calculation (ωB97M-V/def2-TZVPD) of an isolated molecule of C5H8BrCl.

Each atom is followed by the atoms it is bonded to, with distances in Å.
Atoms and positions in Å:
1 C -0.16818 1.17989 -0.40902  C2 1.316, C3 1.468, H8 1.075
2 C -0.32407 -0.11899 -0.55020  C1 1.316, C5 1.767, Br7 1.853
3 C -1.24892 2.17100 -0.34386  C1 1.468, H9 1.050, H10 1.050, H11 1.080
4 C 0.98294 -2.14762 0.72136  C5 1.540, H12 1.182, H13 1.073, H14 0.998
5 C 0.94393 -1.34847 -0.59488  C2 1.767, C4 1.540, Cl6 1.760, H15 1.054
6 Cl 2.44370 -0.44797 -0.79079  C5 1.760
7 Br -1.98205 -0.94035 -0.65593  C2 1.853
8 H 0.86029 1.42903 -0.21743  C1 1.075
9 H -1.73441 1.84702 0.52902  C3 1.050
10 H -0.74666 3.07250 -0.15152  C3 1.050
11 H -1.81797 2.07800 -1.25747  C3 1.080
12 H 1.44884 -1.24965 1.33285  C4 1.182
13 H 1.59235 -3.03006 0.70643  C4 1.073
14 H 0.10602 -2.54396 0.98598  C4 0.998
15 H 0.74148 -1.85724 -1.49555  C5 1.054

Computed properties:
* LUMO: 0.029 Ha
* net charge: 0
* HOMO-LUMO gap: 10.037 eV
* SMILES string: C/C=C(\Br)[C@H](C)Cl
* multiplicity: 1

=====

<Q>
The following is a DFT calculation (ωB97M-V/def2-TZVPD) of an isolated molecule of C5H8BrCl.

Each atom is followed by the atoms it is bonded to, with distances in Å.
Atoms and positions in Å:
1 C 2.49131 -0.87723 -0.05930  C2 1.272, H8 1.093, H9 1.080
2 C 1.74623 -0.08615 0.60088  C1 1.272, C5 1.582, Cl6 1.737
3 C -0.39642 0.52424 1.98720  C5 1.540, H10 1.080, H11 1.187, H12 1.086
4 C -0.69506 -0.31081 -0.45039  C5 1.588, H13 1.041, H14 1.084, H15 1.112
5 C 0.20466 -0.33269 0.85764  C2 1.582, C3 1.540, C4 1.588, Br7 1.979
6 Cl 2.31785 1.45701 1.15815  C2 1.737
7 Br 0.02993 -2.14921 1.62366  C5 1.979
8 H 3.54448 -0.73860 -0.31509  C1 1.093
9 H 2.24142 -1.92088 -0.18505  C1 1.080
10 H -1.47505 0.57442 1.97253  C3 1.080
11 H -0.03641 1.63943 1.79956  C3 1.187
12 H -0.02228 0.21489 2.95913  C3 1.086
13 H -1.62183 -0.08449 -0.03353  C4 1.041
14 H -0.41572 0.58045 -0.99974  C4 1.084
15 H -0.87342 -1.26454 -0.99426  C4 1.112

Computed properties:
* LUMO: 0.029 Ha
* net charge: 0
* HOMO-LUMO gap: 10.530 eV
* SMILES string: C=C(Cl)C(C)(C)Br
* multiplicity: 1

=====

Verdict on stability: <Q> comes out on top.

=====

<P>
The following is a DFT calculation (ωB97M-V/def2-TZVPD) of an isolated molecule of C24H33N3O3.

Each atom is followed by the atoms it is bonded to, with distances in Å.
Atoms and positions in Å:
1 C 4.42905 2.11672 3.28826  C2 1.320, H62 1.077, H63 1.078
2 C 3.65189 1.04943 3.28241  C1 1.320, C3 1.494, H61 1.082
3 C 2.49578 0.86223 2.35559  C2 1.494, H4 1.090, H5 1.094, C6 1.543
4 H 2.43925 1.70188 1.66313  C3 1.090
5 H 2.63042 -0.05891 1.78028  C3 1.094
6 C 1.14859 0.74413 3.09882  C3 1.543, N7 1.471, C46 1.537, C53 1.544
7 N 0.07799 0.43420 2.13949  C6 1.471, C8 1.341, C44 1.452
8 C -0.14959 1.19297 1.05741  N7 1.341, O9 1.226, C10 1.525
9 O 0.41307 2.26531 0.86925  C8 1.226
10 C -1.13534 0.66869 0.01836  C8 1.525, H11 1.091, H12 1.085, C13 1.554
11 H -1.67638 1.52347 -0.39001  C10 1.091
12 H -1.85303 -0.02122 0.45013  C10 1.085
13 C -0.40088 -0.01607 -1.16698  C10 1.554, N14 1.453, C18 1.529, H43 1.095
14 N -0.43418 0.83748 -2.34201  C13 1.453, C15 1.446, C25 1.455
15 C 0.51503 1.92158 -2.21573  N14 1.446, C16 1.532, H23 1.092, H24 1.092
16 C 1.96075 1.42364 -2.12591  C15 1.532, N17 1.446, H21 1.099, H22 1.093
17 N 2.03062 0.30445 -1.21305  C16 1.446, C18 1.343, H20 1.012
18 C 1.00902 -0.42966 -0.74337  C13 1.529, N17 1.343, O19 1.221
19 O 1.20796 -1.38522 -0.00987  C18 1.221
20 H 2.95070 0.01538 -0.90792  N17 1.012
21 H 2.32809 1.11068 -3.11346  C16 1.099
22 H 2.60772 2.22514 -1.75894  C16 1.093
23 H 0.27884 2.46581 -1.29888  C15 1.092
24 H 0.40533 2.59668 -3.06676  C15 1.092
25 C -0.32339 0.08152 -3.58015  N14 1.455, C26 1.507, H41 1.103, H42 1.095
26 C -1.56418 -0.74632 -3.79247  C25 1.507, C27 1.389, C31 1.387
27 C -1.46912 -2.10623 -4.05698  C26 1.389, C28 1.390, H40 1.080
28 C -2.61763 -2.86552 -4.24968  C27 1.390, C29 1.395, O35 1.363
29 C -3.86623 -2.24877 -4.16978  C28 1.395, C30 1.380, H34 1.078
30 C -3.95545 -0.89867 -3.89999  C29 1.380, C31 1.384, H33 1.080
31 C -2.81059 -0.14353 -3.71169  C26 1.387, C30 1.384, H32 1.078
32 H -2.87124 0.91049 -3.49264  C31 1.078
33 H -4.92665 -0.43091 -3.83749  C30 1.080
34 H -4.74682 -2.85261 -4.32057  C29 1.078
35 O -2.63149 -4.20238 -4.51376  C28 1.363, C36 1.406
36 C -1.40560 -4.88740 -4.58940  O35 1.406, H37 1.095, H38 1.095, H39 1.089
37 H -0.85398 -4.83208 -3.64522  C36 1.095
38 H -0.77843 -4.50261 -5.40049  C36 1.095
39 H -1.66068 -5.92576 -4.79549  C36 1.089
40 H -0.49086 -2.56027 -4.10818  C27 1.080
41 H 0.56475 -0.57207 -3.60504  C25 1.103
42 H -0.23449 0.80600 -4.39630  C25 1.095
43 H -0.94247 -0.93564 -1.41244  C13 1.095
44 C -0.57722 -0.82356 2.45039  N7 1.452, C45 1.524, H51 1.096, H52 1.091
45 C -0.24226 -1.06781 3.91646  C44 1.524, C46 1.523, H49 1.090, H50 1.088
46 C 1.15061 -0.46607 4.04629  C6 1.537, C45 1.523, H47 1.091, H48 1.088
47 H 1.88726 -1.19419 3.70468  C46 1.091
48 H 1.39134 -0.17891 5.06772  C46 1.088
49 H -0.95136 -0.53783 4.55231  C45 1.090
50 H -0.26572 -2.12610 4.16922  C45 1.088
51 H -0.17028 -1.61508 1.81126  C44 1.096
52 H -1.65597 -0.75426 2.30126  C44 1.091
53 C 0.84444 2.07247 3.82519  C6 1.544, C54 1.495, H59 1.092, H60 1.090
54 C -0.44843 2.04330 4.57513  C53 1.495, C55 1.320, H58 1.083
55 C -1.58841 2.49149 4.08200  C54 1.320, H56 1.077, H57 1.078
56 H -2.51167 2.44837 4.63579  C55 1.077
57 H -1.63948 2.92691 3.09760  C55 1.078
58 H -0.41684 1.61703 5.57037  C54 1.083
59 H 1.67343 2.27967 4.50454  C53 1.092
60 H 0.80821 2.85399 3.06616  C53 1.090
61 H 3.84228 0.23914 3.97436  C2 1.082
62 H 5.26076 2.21648 3.96534  C1 1.077
63 H 4.26319 2.93887 2.61145  C1 1.078

Computed properties:
* LUMO: 0.026 Ha
* net charge: 0
* HOMO-LUMO gap: 9.078 eV
* SMILES string: C=CCC1(CC=C)CCCN1C(=O)C[C@@H]1C(=O)NCCN1Cc1cccc(OC)c1
* multiplicity: 1

=====

<Q>
The following is a DFT calculation (ωB97M-V/def2-TZVPD) of a 6-piece molecular cluster, C24H33N3O3 overall.

Each atom is followed by the atoms it is bonded to, with distances in Å.
Atoms and positions in Å:
1 N -13.65432 -0.76255 17.15136  C2 1.384, C6 1.414
2 C -14.76703 -1.39208 17.68228  N1 1.384, C3 1.348, H7 1.080
3 C -15.83001 -0.73350 18.18511  C2 1.348, C4 1.396, H8 1.080
4 C -15.82647 0.65204 18.35415  C3 1.396, C5 1.388, H9 1.080
5 C -14.84213 1.41234 17.73914  C4 1.388, C6 1.438, H10 1.080
6 C -13.80009 0.64340 17.11296  N1 1.414, C5 1.438, H11 1.080
7 H -14.66160 -2.46374 17.76488  C2 1.080
8 H -16.70009 -1.26018 18.54838  C3 1.080
9 H -16.48445 1.28817 18.92758  C4 1.080
10 H -14.91707 2.48098 17.87622  C5 1.080
11 H -13.05512 1.12930 16.50031  C6 1.080
12 N -10.90223 3.52455 16.68512  C13 1.308, C17 1.297
13 C -9.65255 3.41533 17.05483  N12 1.308, C14 1.441, H18 1.080
14 C -8.63692 3.14403 16.06907  C13 1.441, C15 1.385, H19 1.080
15 C -9.12500 3.01022 14.78010  C14 1.385, C16 1.370, H20 1.080
16 C -10.37345 3.44871 14.42636  C15 1.370, C17 1.384, H21 1.080
17 C -11.26983 3.69099 15.45223  N12 1.297, C16 1.384, H22 1.080
18 H -9.34327 3.37928 18.08897  C13 1.080
19 H -7.64601 2.87934 16.40734  C14 1.080
20 H -8.52303 2.68892 13.94296  C15 1.080
21 H -10.67297 3.64571 13.40761  C16 1.080
22 H -12.31437 3.84681 15.22628  C17 1.080
23 N -13.01722 -0.24506 5.52501  C24 1.352, C28 1.371
24 C -13.70378 -0.06770 6.67658  N23 1.352, C25 1.388, H29 1.080
25 C -14.31303 1.14671 6.95803  C24 1.388, C26 1.382, H30 1.080
26 C -14.18194 2.20931 6.08437  C25 1.382, C27 1.385, H31 1.080
27 C -13.46975 2.08324 4.90349  C26 1.385, C28 1.413, H32 1.080
28 C -12.84762 0.83150 4.69374  N23 1.371, C27 1.413, H33 1.080
29 H -13.78140 -0.98906 7.23469  C24 1.080
30 H -14.95006 1.34324 7.80773  C25 1.080
31 H -14.67651 3.14626 6.29397  C26 1.080
32 H -13.51732 2.85666 4.15119  C27 1.080
33 H -12.40338 0.71165 3.71666  C28 1.080
34 C -13.14010 0.58350 10.31912  C35 1.515, H38 1.090, H39 1.090, H40 1.090
35 C -12.51166 1.37712 11.44606  C34 1.515, O36 1.255, C37 1.516
36 O -11.62736 2.25326 11.28444  C35 1.255
37 C -13.26367 1.20931 12.75212  C35 1.516, H41 1.090, H42 1.090, H43 1.090
38 H -14.12181 0.96847 10.04315  C34 1.090
39 H -13.37677 -0.40733 10.70686  C34 1.090
40 H -12.50952 0.56020 9.43034  C34 1.090
41 H -12.84959 1.72301 13.61972  C37 1.090
42 H -13.26805 0.15553 13.03077  C37 1.090
43 H -14.26529 1.58768 12.54793  C37 1.090
44 C -15.59567 4.75881 12.75349  C45 1.519, H48 1.090, H49 1.090, H50 1.090
45 C -15.46836 4.24681 14.17798  C44 1.519, O46 1.218, C47 1.466
46 O -15.13307 3.10339 14.42802  C45 1.218
47 C -15.78559 5.29524 15.15233  C45 1.466, H51 1.090, H52 1.090, H53 1.090
48 H -16.05457 3.96010 12.17077  C44 1.090
49 H -14.65571 4.96524 12.24169  C44 1.090
50 H -16.11401 5.71631 12.80465  C44 1.090
51 H -16.83192 5.52870 14.95543  C47 1.090
52 H -15.14899 6.17547 15.06282  C47 1.090
53 H -15.73297 4.78770 16.11553  C47 1.090
54 C -9.39238 0.02008 5.07355  C55 1.497, H58 1.090, H59 1.090, H60 1.090
55 C -8.91207 0.58454 6.37447  C54 1.497, O56 1.243, C57 1.543
56 O -7.70231 0.51483 6.65116  C55 1.243
57 C -9.88414 1.38680 7.26439  C55 1.543, H61 1.090, H62 1.090, H63 1.090
58 H -8.59423 0.15773 4.34408  C54 1.090
59 H -10.29279 0.47599 4.66185  C54 1.090
60 H -9.56690 -1.05358 5.14350  C54 1.090
61 H -10.44069 2.15469 6.72709  C57 1.090
62 H -9.28848 1.77707 8.08960  C57 1.090
63 H -10.70047 0.75015 7.60554  C57 1.090

Computed properties:
* LUMO: 0.013 Ha
* net charge: 0
* HOMO-LUMO gap: 9.484 eV
* SMILES string: c1ccncc1.c1ccncc1.c1ccncc1.CC(C)=O.CC(C)=O.CC(C)=O
* multiplicity: 1

=====

Verdict on stability: <P> comes out on top.

=====

<P>
The following is a DFT calculation (ωB97M-V/def2-TZVPD) of an isolated ion of composition C6H16N and charge +1.

Each atom is followed by the atoms it is bonded to, with distances in Å.
Atoms and positions in Å:
1 C -0.32306 1.05162 2.72740  C2 1.532, H8 1.088, H9 1.095, H10 1.084
2 C 0.67381 1.50559 1.65570  C1 1.532, C3 1.516, H11 1.092, H12 1.088
3 C 0.38384 0.93409 0.28213  C2 1.516, C4 1.527, H13 1.095, H14 1.095
4 C 0.97060 -0.45992 0.07134  C3 1.527, C5 1.545, H15 1.100, H16 1.084
5 C 0.88209 -1.07542 -1.34255  C4 1.545, C6 1.529, H17 1.095, H18 1.083
6 C -0.30602 -0.56823 -2.16021  C5 1.529, N7 1.524, H19 1.083, H20 1.089
7 N -1.55873 -1.25934 -1.63530  C6 1.524, H21 1.024, H22 1.023, H23 1.026
8 H 0.13209 0.32691 3.39995  C1 1.088
9 H -1.20070 0.55600 2.29953  C1 1.095
10 H -0.71746 1.86334 3.32797  C1 1.084
11 H 0.70999 2.59378 1.57230  C2 1.092
12 H 1.66834 1.23014 2.00150  C2 1.088
13 H 0.75677 1.58242 -0.51825  C3 1.095
14 H -0.69811 0.92040 0.11124  C3 1.095
15 H 0.46534 -1.12955 0.78348  C4 1.100
16 H 2.01081 -0.47755 0.37536  C4 1.084
17 H 0.77218 -2.16251 -1.26999  C5 1.095
18 H 1.79141 -0.82346 -1.87368  C5 1.083
19 H -0.49633 0.48363 -1.98578  C6 1.083
20 H -0.28177 -0.77481 -3.22872  C6 1.089
21 H -2.41431 -0.73505 -1.84158  N7 1.024
22 H -1.52510 -1.43148 -0.62791  N7 1.023
23 H -1.69569 -2.15061 -2.12395  N7 1.026

Computed properties:
* LUMO: -0.137 Ha
* net charge: +1
* HOMO-LUMO gap: 10.696 eV
* SMILES string: CCCCCC[NH3+]
* multiplicity: 1

=====

<Q>
The following is a DFT calculation (ωB97M-V/def2-TZVPD) of a 2-piece molecular cluster, C6H16N overall.

Each atom is followed by the atoms it is bonded to, with distances in Å.
Atoms and positions in Å:
1 C 1.18478 -1.38519 -1.28141  C2 1.505, H8 1.099, H9 1.089, H10 1.085
2 C 0.13424 -0.33274 -1.04765  C1 1.505, C3 1.505, N7 1.477, H11 1.102
3 C -0.48494 -0.23899 0.32098  C2 1.505, C4 1.461, H13 1.099
4 C -1.09693 1.01735 0.74639  C3 1.461, C5 1.530, C6 1.573, H14 1.098
5 C -2.29559 0.96860 1.69549  C4 1.530, H15 1.085, H16 1.091, H17 1.089
6 C 0.11919 1.86636 1.27068  C4 1.573, H18 1.085, H19 1.101, H20 1.086
7 N -0.93559 -0.43529 -2.06041  C2 1.477, H21 1.025, H23 1.021
8 H 0.73132 -2.38128 -1.18650  C1 1.099
9 H 1.96439 -1.30126 -0.52502  C1 1.089
10 H 1.58077 -1.33649 -2.28999  C1 1.085
11 H 0.60422 0.65499 -1.17823  C2 1.102
12 H 4.92254 -2.85497 -0.91035  H22 0.725
13 H -0.83635 -1.19141 0.74138  C3 1.099
14 H -1.46835 1.53318 -0.14889  C4 1.098
15 H -3.01436 0.23578 1.34362  C5 1.085
16 H -1.93669 0.78577 2.70929  C5 1.091
17 H -2.80058 1.93305 1.73521  C5 1.089
18 H 0.45973 2.59603 0.54317  C6 1.085
19 H 0.95843 1.18042 1.46584  C6 1.101
20 H -0.11305 2.35511 2.21172  C6 1.086
21 H -1.44537 -1.30430 -1.87346  N7 1.025
22 H 5.37879 -2.67990 -0.37480  H12 0.725
23 H -1.61061 0.31519 -1.90707  N7 1.021

Computed properties:
* LUMO: -0.252 Ha
* net charge: +1
* HOMO-LUMO gap: 8.363 eV
* multiplicity: 1

=====

<R>
The following is a DFT calculation (ωB97M-V/def2-TZVPD) of a 2-piece molecular cluster, C6H16N overall.

Each atom is followed by the atoms it is bonded to, with distances in Å.
Atoms and positions in Å:
1 C -1.14559 -0.66948 -1.54448  C2 1.333, C4 1.506, H5 1.086
2 C -0.20027 0.26934 -1.49448  C1 1.333, C3 1.519, H6 1.089
3 C -0.45435 1.75575 -1.68012  C2 1.519, H7 1.088, H8 1.090, H9 1.088
4 C -0.93889 -2.13693 -1.27407  C1 1.506, H10 1.096, H11 1.088, H12 1.090
5 H -2.14552 -0.33976 -1.80860  C1 1.086
6 H 0.84196 0.01348 -1.30986  C2 1.089
7 H -0.73897 2.25009 -0.75334  C3 1.088
8 H 0.47490 2.19795 -2.03988  C3 1.090
9 H -1.22024 1.92413 -2.43368  C3 1.088
10 H -0.48648 -2.61358 -2.15067  C4 1.096
11 H -1.89044 -2.65461 -1.16764  C4 1.088
12 H -0.29431 -2.37259 -0.42747  C4 1.090
13 C 1.88107 -0.16448 1.22166  N14 1.493, H16 1.086, H17 1.088, H18 1.086
14 N 0.41383 -0.23619 1.48804  C13 1.493, C15 1.504, H19 1.017, H20 1.029
15 C -0.14801 0.94730 2.22621  N14 1.504, H21 1.086, H22 1.083, H23 1.085
16 H 2.13627 -1.02995 0.61798  C13 1.086
17 H 2.08318 0.75464 0.67482  C13 1.088
18 H 2.43121 -0.10941 2.15661  C13 1.086
19 H 0.21925 -1.09872 1.99054  N14 1.017
20 H -0.07462 -0.31944 0.58633  N14 1.029
21 H 0.38296 1.02496 3.17029  C15 1.086
22 H -1.21492 0.79171 2.33090  C15 1.083
23 H 0.08798 1.81579 1.62092  C15 1.085

Computed properties:
* LUMO: -0.114 Ha
* net charge: +1
* HOMO-LUMO gap: 10.091 eV
* multiplicity: 1

=====

Verdict on stability: <P> comes out on top.